Record 1
{"formula": "C19H38Br2O7", "method": "wB97M-V/def2-TZVPD", "elements": ["C", "C", "O", "C", "C", "O", "H", "H", "H", "H", "H", "H", "H", "H", "C", "C", "O", "C", "C", "O", "H", "H", "H", "H", "H", "H", "H", "H", "C", "C", "C", "O", "H", "H", "H", "H", "H", "H", "C", "C", "C", "O", "H", "H", "H", "H", "H", "H", "C", "C", "C", "O", "H", "H", "H", "H", "H", "H", "Br", "C", "C", "Br", "H", "H", "H", "H"], "xyz": [[3.0169, -2.7081, -2.7945], [2.5477, -1.6108, -3.7204], [1.6333, -2.1149, -4.7061], [0.3389, -2.1909, -4.3991], [-0.5106, -2.5949, -5.5590], [-0.1200, -1.8738, -3.3297], [3.4275, -3.5621, -3.3367], [2.1672, -3.0671, -2.2071], [3.7417, -2.4066, -2.0376], [2.0751, -0.8340, -3.1082], [3.3241, -1.0757, -4.2615], [0.0337, -2.8913, -6.4495], [-1.1761, -1.7645, -5.7996], [-1.1826, -3.3956, -5.2470], [-3.7781, 1.0713, -1.1217], [-4.6597, 2.2914, -0.9351], [-4.6947, 2.7350, 0.4343], [-3.6171, 3.3553, 0.9097], [-3.8088, 3.8487, 2.3152], [-2.5522, 3.3806, 0.3386], [-2.7271, 1.3538, -1.1445], [-3.9958, 0.5670, -2.0627], [-3.9181, 0.3936, -0.2810], [-4.4030, 3.1477, -1.5624], [-5.6965, 2.0561, -1.1749], [-4.5563, 3.2527, 2.8347], [-4.2010, 4.8668, 2.3088], [-2.8411, 3.8000, 2.8007], [0.5076, -3.1153, 3.7190], [-0.4859, -2.2459, 4.4575], [-1.4960, -2.9120, 5.3449], [-0.4226, -1.0409, 4.3650], [1.4539, -2.7861, 4.1620], [0.5533, -2.7322, 2.7022], [0.3441, -4.1787, 3.8372], [-2.2653, -2.1876, 5.6087], [-1.0623, -3.3206, 6.2569], [-1.9903, -3.7176, 4.7946], [-0.0164, -0.4448, -0.3037], [-0.8507, -1.5938, 0.1987], [-0.2355, -2.9529, 0.0448], [-1.9858, -1.4459, 0.5829], [1.0074, -0.4240, 0.0712], [-0.5123, 0.4880, -0.0303], [0.0385, -0.4950, -1.3918], [-0.2723, -3.2274, -1.0120], [-0.7823, -3.7248, 0.5933], [0.7966, -3.0136, 0.3953], [1.8151, 4.2634, -2.0638], [1.7002, 3.0666, -1.1653], [0.8335, 3.1986, 0.0509], [2.3070, 2.0430, -1.4133], [2.7413, 4.2103, -2.6372], [1.7769, 5.2130, -1.5327], [1.0252, 4.2816, -2.8207], [-0.2340, 3.0287, -0.1310], [0.9063, 4.2379, 0.3769], [1.0519, 2.4886, 0.8450], [3.2240, -1.4347, 1.6017], [3.1773, 0.4933, 1.9003], [4.3074, 0.8377, 2.8550], [4.1858, 2.6370, 3.5329], [2.2272, 0.6370, 2.4083], [3.2105, 1.0219, 0.9530], [5.2844, 0.6364, 2.4185], [4.2690, 0.1812, 3.7219]], "atomic_forces_ev_per_a": [[-0.2, -0.6, 0.2], [-0.1, 0.8, 0.9], [0.4, -0.1, -0.3], [-0.1, 0.6, 0.1], [-0.6, -0.3, -0.2], [0.1, -0.2, 0.2], [0.0, 0.1, -0.1], [-0.1, 0.0, -0.2], [0.1, 0.4, -0.3], [-0.3, -0.2, -0.2], [0.2, -0.5, -0.2], [0.2, 0.0, 0.1], [0.2, 0.1, 0.0], [0.1, -0.1, 0.0], [0.3, 0.4, 0.0], [-0.2, -0.1, -0.3], [-0.5, 0.3, -0.1], [0.6, -0.9, 0.4], [-0.4, 0.1, -0.1], [-0.2, 0.5, -0.3], [0.0, 0.0, 0.1], [-0.2, -0.1, 0.1], [0.0, -0.2, -0.1], [0.3, -0.1, 0.0], [0.0, -0.1, 0.2], [0.1, -0.1, 0.0], [0.2, 0.1, 0.0], [0.0, 0.2, 0.2], [0.2, 1.1, 0.5], [0.1, 0.1, 0.1], [-0.8, 0.1, -0.2], [0.0, -0.1, -0.1], [0.2, -0.5, -0.1], [-0.1, -0.5, -0.2], [0.0, -0.1, -0.2], [0.1, 0.0, 0.1], [0.2, -0.1, -0.1], [0.2, -0.1, 0.1], [-0.3, 0.6, 0.2], [0.3, 0.1, -0.4], [0.0, -0.9, 0.3], [-0.1, 0.0, 0.2], [-0.1, -0.2, 0.0], [0.0, 0.0, 0.0], [0.0, -0.1, 0.0], [0.2, 0.1, -0.1], [-0.2, 0.3, 0.0], [0.1, 0.3, -0.2], [0.2, 0.4, -0.7], [0.0, -0.7, 0.1], [-0.5, 0.4, 0.2], [0.0, 0.1, 0.0], [0.1, -0.1, 0.2], [-0.1, -0.1, 0.1], [-0.2, -0.1, 0.2], [0.1, 0.2, -0.5], [-0.1, -0.2, 0.4], [0.5, 0.1, 0.0], [0.2, 0.0, -0.3], [-0.1, 0.1, 0.8], [0.2, -1.0, 0.0], [0.0, 0.2, -0.2], [-0.1, 0.2, -0.2], [0.0, -0.1, -0.1], [0.0, 0.5, -0.2], [-0.2, 0.1, 0.1]], "nbo_charge": [-0.64, -0.08, -0.50, 0.80, -0.72, -0.63, 0.21, 0.22, 0.23, 0.21, 0.19, 0.23, 0.24, 0.24, -0.64, -0.07, -0.50, 0.81, -0.71, -0.63, 0.23, 0.21, 0.24, 0.18, 0.19, 0.24, 0.24, 0.24, -0.73, 0.60, -0.72, -0.55, 0.24, 0.25, 0.22, 0.24, 0.23, 0.22, -0.73, 0.60, -0.74, -0.56, 0.22, 0.22, 0.26, 0.25, 0.22, 0.22, -0.73, 0.60, -0.74, -0.57, 0.24, 0.22, 0.24, 0.28, 0.22, 0.23, -0.03, -0.44, -0.46, 0.01, 0.23, 0.25, 0.23, 0.23], "e_homo_ev": -9.162, "gap_ev": 9.79, "smiles": "CCOC(C)=O.CCOC(C)=O.CC(C)=O.CC(C)=O.CC(C)=O.BrCCBr"}

***

Record 2
{"formula": "C19H38BrClO29PS7", "method": "wB97M-V/def2-TZVPD", "elements": ["C", "C", "C", "Br", "P", "C", "C", "O", "Cl", "H", "H", "H", "H", "H", "H", "H", "H", "H", "H", "C", "C", "O", "S", "O", "O", "O", "H", "H", "H", "H", "C", "C", "O", "S", "O", "O", "O", "H", "H", "H", "H", "C", "C", "O", "S", "O", "O", "O", "H", "H", "H", "H", "C", "C", "O", "S", "O", "O", "O", "H", "H", "H", "H", "C", "C", "O", "S", "O", "O", "O", "H", "H", "H", "H", "C", "C", "O", "S", "O", "O", "O", "H", "H", "H", "H", "C", "C", "O", "S", "O", "O", "O", "H", "H", "H", "H"], "xyz": [[4.2346, -2.1498, -4.1483], [3.4764, -2.5675, -5.4567], [2.1978, -3.4130, -5.2061], [2.4496, -4.7019, -3.7565], [0.6730, -2.4158, -4.9462], [-0.6348, -3.5653, -4.3089], [-2.0305, -2.9175, -4.2341], [-2.9879, -3.6266, -4.1865], [-2.2586, -1.1472, -4.1794], [4.9718, -1.3648, -4.3731], [3.5000, -1.8179, -3.3999], [4.7965, -3.0326, -3.8121], [3.3163, -1.7084, -6.1294], [4.1804, -3.2334, -5.9879], [2.0226, -4.0073, -6.1199], [0.8452, -1.2818, -4.1305], [0.2098, -2.0256, -6.2286], [-0.3426, -4.0362, -3.3586], [-0.7077, -4.3818, -5.0501], [-2.7634, 0.0041, -1.0748], [-4.0603, 0.6520, -0.6323], [-3.8797, 0.9069, 0.7614], [-2.3218, 1.2317, 1.0496], [-2.1421, 2.6340, 1.0903], [-1.8764, 0.3770, 2.0895], [-1.7395, 0.6865, -0.3556], [-2.7332, -1.0528, -0.7921], [-2.5943, 0.0953, -2.1462], [-4.9240, 0.0117, -0.7961], [-4.2175, 1.6094, -1.1357], [-3.8261, -2.4156, -8.2724], [-3.2703, -3.5280, -9.1305], [-2.0829, -2.9718, -9.7226], [-1.4212, -1.9333, -8.7066], [-0.3709, -2.6002, -7.9905], [-1.2025, -0.7117, -9.3806], [-2.6618, -1.7751, -7.7075], [-4.3630, -1.6791, -8.8708], [-4.4750, -2.7847, -7.4908], [-3.9676, -3.8513, -9.8978], [-2.9745, -4.3879, -8.5241], [2.5752, 4.5351, 2.9956], [2.0057, 5.5571, 2.0419], [1.2204, 4.7823, 1.1227], [0.5978, 3.5094, 1.8941], [-0.7302, 3.8120, 2.2740], [0.9252, 2.3371, 1.1585], [1.5324, 3.5795, 3.2046], [3.4326, 4.0137, 2.5627], [2.8730, 4.9896, 3.9396], [2.7770, 6.1148, 1.5170], [1.3415, 6.2556, 2.5559], [2.0424, 3.4978, 7.2081], [0.9984, 4.5007, 7.6436], [1.7402, 5.5677, 8.2298], [3.1631, 5.6950, 7.4799], [3.0637, 6.7186, 6.4942], [4.1820, 5.6876, 8.4650], [3.1420, 4.2842, 6.7228], [2.3964, 2.9009, 8.0484], [1.6746, 2.8363, 6.4256], [0.2909, 4.0851, 8.3577], [0.4532, 4.9017, 6.7840], [-0.7733, 0.4660, 8.6767], [-0.4118, -0.9244, 9.1563], [1.0185, -0.9253, 9.2217], [1.5353, 0.5449, 9.6158], [1.7835, 0.5788, 11.0091], [2.5015, 0.9494, 8.6551], [0.1599, 1.3351, 9.3293], [-0.6335, 0.5623, 7.5974], [-1.7933, 0.7414, 8.9347], [-0.7649, -1.7017, 8.4834], [-0.7975, -1.1112, 10.1612], [7.6502, 3.6264, 4.5729], [8.1735, 2.6050, 5.5618], [7.0698, 2.3429, 6.4309], [5.6910, 2.4742, 5.6059], [5.2845, 1.1755, 5.2022], [4.8352, 3.3774, 6.2746], [6.2993, 3.2312, 4.3146], [7.6366, 4.6291, 5.0060], [8.2251, 3.6394, 3.6495], [9.0268, 2.9714, 6.1271], [8.4427, 1.6707, 5.0626], [-7.7037, -6.1610, -6.5416], [-8.2793, -5.9523, -7.9261], [-8.5636, -4.5493, -7.9913], [-7.4906, -3.7460, -7.1130], [-6.4678, -3.2571, -7.9785], [-8.1826, -2.8999, -6.2164], [-6.8963, -4.9992, -6.3012], [-8.4891, -6.1933, -5.7841], [-7.1014, -7.0638, -6.4756], [-9.1810, -6.5346, -8.0960], [-7.5454, -6.1860, -8.7012]], "atomic_forces_ev_per_a": [[-0.5, -0.2, -0.9], [1.1, -0.3, 0.6], [0.5, 0.4, -0.5], [-0.2, 0.2, -0.3], [-0.3, -1.0, -0.1], [0.3, 1.1, -0.5], [-1.2, -1.3, 0.3], [0.8, 0.8, -0.1], [0.8, -0.7, -0.4], [-0.4, -0.2, 0.1], [0.6, 0.0, 0.1], [-0.3, 0.4, 0.3], [-0.4, -0.3, 0.3], [-0.5, 0.3, 0.0], [-0.3, 0.2, 0.4], [0.1, -0.3, 0.0], [0.3, 0.1, 0.4], [-0.2, 0.4, -0.2], [0.0, 0.4, 0.2], [-0.1, -0.4, 0.1], [0.0, 0.4, -0.3], [0.4, -0.4, 0.0], [-0.2, 0.2, -0.2], [-1.1, -1.2, -0.9], [-0.1, 0.1, 0.1], [-0.2, 0.2, 0.0], [-0.1, 0.0, -0.1], [0.1, 0.3, 0.4], [0.0, 0.0, 0.3], [0.0, -0.1, -0.1], [-0.4, 0.2, -0.4], [-0.1, -0.4, 0.5], [0.2, 0.5, 0.2], [-1.2, -0.2, -0.4], [0.1, 0.2, 0.1], [0.5, -0.1, 0.1], [0.7, -0.4, -0.1], [0.0, 0.0, 0.0], [0.2, 0.1, 0.2], [0.2, 0.1, -0.2], [0.0, 0.0, 0.0], [0.8, 0.1, 0.1], [-0.3, 0.2, 0.3], [0.2, -0.5, 0.1], [0.3, 0.7, 0.3], [1.3, 0.7, 1.0], [-0.2, 0.0, -0.1], [-0.4, 0.2, -0.3], [0.0, 0.0, 0.0], [-0.2, -0.2, 0.1], [-0.1, -0.2, -0.2], [0.0, 0.0, 0.0], [0.0, -0.3, 0.5], [-0.4, 0.0, -0.6], [0.5, 0.0, 0.2], [-0.7, -0.6, -0.1], [0.3, 0.1, 0.1], [0.0, 0.3, -0.1], [-3.6, 2.5, 1.0], [0.0, 0.2, -0.2], [0.2, 0.1, -0.1], [0.1, 0.1, 0.2], [-0.1, -0.1, 0.0], [-0.1, -0.1, -0.5], [-0.3, 0.0, 0.4], [0.1, 0.5, -0.3], [-0.3, -0.4, -0.1], [0.2, 0.2, -0.1], [0.0, -0.4, 0.4], [0.2, -0.3, 0.2], [0.0, 0.0, 0.0], [0.1, 0.2, 0.2], [0.3, 0.0, -0.1], [0.0, 0.0, 0.0], [0.2, 0.4, 0.2], [0.2, -0.3, -0.4], [-0.3, 0.4, -0.1], [1.3, -0.3, -0.4], [-0.3, 0.1, 0.0], [2.6, -1.8, -0.5], [0.1, -0.5, 0.1], [0.0, 0.0, 0.0], [-0.2, -0.1, -0.1], [-0.2, 0.0, 0.2], [0.0, 0.0, 0.0], [-0.5, -0.2, 0.2], [0.4, -0.3, -0.3], [0.1, 0.2, 0.5], [-0.5, -0.7, 0.0], [-0.2, 0.0, 0.2], [0.2, 0.3, -0.2], [0.1, 0.2, -0.5], [0.0, 0.0, 0.0], [0.2, 0.2, 0.0], [-0.1, 0.3, 0.0], [0.0, -0.1, 0.0]], "lowdin_charge": [-0.13, -0.32, -0.84, 0.78, 1.05, -0.29, -0.79, 0.08, 0.74, 0.09, 0.06, 0.06, 0.12, 0.12, 0.08, 0.05, 0.02, 0.08, 0.12, -0.21, -0.17, -0.18, 0.63, -0.23, -0.21, -0.19, 0.13, 0.04, 0.14, 0.14, -0.16, -0.14, -0.17, 0.61, -0.30, -0.18, -0.21, 0.14, 0.10, 0.14, 0.14, -0.16, -0.16, -0.19, 0.62, -0.23, -0.22, -0.18, 0.14, 0.13, 0.14, 0.14, -0.15, -0.16, -0.18, 0.62, -0.23, -0.21, -0.29, 0.10, 0.14, 0.13, 0.13, -0.16, -0.16, -0.18, 0.62, -0.20, -0.22, -0.20, 0.13, 0.14, 0.14, 0.14, -0.17, -0.17, -0.18, 0.65, -0.21, -0.21, -0.20, 0.14, 0.13, 0.14, 0.13, -0.16, -0.16, -0.18, 0.62, -0.24, -0.19, -0.19, 0.14, 0.14, 0.14, 0.13], "e_homo_ev": -11.459, "gap_ev": 8.34, "total_charge": 1}

***

Record 3
{"formula": "C19H38BrN4O7P2Sn", "method": "wB97M-V/def2-TZVPD", "elements": ["Sn", "C", "N", "C", "P", "O", "O", "P", "O", "N", "C", "C", "N", "C", "C", "N", "C", "C", "H", "H", "H", "H", "H", "H", "H", "H", "H", "H", "H", "H", "H", "H", "H", "H", "H", "H", "H", "H", "H", "H", "H", "H", "C", "O", "C", "C", "O", "C", "H", "H", "H", "H", "H", "H", "H", "H", "H", "H", "Br", "C", "C", "C", "C", "C", "C", "C", "O", "O", "H", "H", "H", "H"], "xyz": [[0.7093, -1.0784, 0.7170], [0.8447, 4.2374, 2.5161], [0.6568, 2.8291, 2.7119], [1.5520, 2.1634, 3.6923], [-0.5995, 1.9303, 2.1101], [-0.4115, 0.3786, 2.1015], [-0.7530, 2.6049, 0.5837], [-0.1315, 2.0077, -0.8410], [0.7149, 0.7941, -0.5369], [0.7897, 3.1630, -1.6013], [2.2266, 3.0433, -1.8724], [0.3448, 4.5268, -1.8015], [-1.5575, 1.9050, -1.6378], [-2.6025, 1.1054, -0.9686], [-1.6666, 2.0754, -3.0602], [-2.0144, 2.1933, 2.9380], [-2.5884, 3.4821, 2.8585], [-2.7762, 1.1245, 3.5391], [0.6505, 4.7302, 3.4633], [0.2936, 4.6199, 1.6556], [1.9343, 4.3684, 2.2897], [1.5755, 2.6633, 4.6609], [2.5966, 2.0383, 3.2977], [1.1336, 1.1604, 3.9012], [2.4313, 1.9860, -1.9147], [2.9019, 3.5820, -1.1569], [2.3353, 3.4319, -2.8631], [-0.7664, 4.5824, -1.9780], [0.8767, 4.9720, -2.6859], [0.4763, 5.1838, -0.8678], [-2.2453, 0.5996, -0.0754], [-3.0840, 0.3938, -1.5885], [-3.3700, 1.8230, -0.6083], [-1.0533, 2.9555, -3.3488], [-2.7253, 2.2639, -3.2312], [-1.3972, 1.1826, -3.6253], [-1.9411, 4.3008, 3.1998], [-3.5210, 3.5160, 3.4185], [-2.9120, 3.6788, 1.8473], [-2.0738, 0.3053, 3.7395], [-3.5707, 0.7644, 2.9067], [-3.2618, 1.4381, 4.5266], [3.7202, -2.1417, -2.2473], [2.5752, -2.5030, -1.4504], [2.8265, -3.6807, -0.6523], [3.7129, -3.4453, 0.5371], [2.9393, -2.8192, 1.5831], [3.3841, -3.0328, 2.9087], [4.6120, -2.7771, -2.0434], [3.8635, -1.0732, -1.9748], [3.4449, -2.1414, -3.3105], [3.1614, -4.4618, -1.3429], [1.8725, -4.0576, -0.3145], [4.5426, -2.8192, 0.2647], [4.0624, -4.4298, 0.8956], [2.5521, -3.3596, 3.5731], [3.7468, -2.1165, 3.3661], [4.1323, -3.8610, 2.9493], [-5.0765, -5.0532, -4.3001], [-3.5152, -4.7979, -3.3498], [-2.8120, -3.6529, -3.6375], [-1.9920, -3.0799, -2.6889], [-1.8029, -3.6803, -1.4789], [-2.2665, -5.0076, -1.2381], [-3.1047, -5.5751, -2.1820], [-1.0795, -2.9747, -0.4068], [-0.8645, -3.3947, 0.7720], [-0.6349, -1.7612, -0.7927], [-3.0584, -3.1035, -4.5296], [-1.4647, -2.1536, -2.9382], [-1.8980, -5.5506, -0.3312], [-3.6005, -6.5211, -2.0512]], "atomic_forces_ev_per_a": [[-0.9, 1.3, -0.8], [1.7, 0.4, -0.4], [-0.5, -2.8, -0.3], [0.0, -0.8, -0.2], [-0.2, 0.8, 0.1], [0.8, 0.4, -1.0], [0.5, -1.6, 1.0], [-0.3, 2.8, -0.2], [0.2, -1.4, 0.6], [-0.5, -0.9, 1.1], [0.0, -0.5, 0.7], [-1.6, 1.8, 0.7], [1.2, -1.3, 1.2], [-0.5, 1.9, 1.2], [-0.1, 0.7, -0.6], [2.1, -1.1, -0.8], [-1.0, 1.7, -0.3], [-0.2, -0.6, 1.7], [-0.3, 0.5, -0.2], [-0.2, 0.0, 0.4], [-0.8, 0.2, 0.1], [0.0, 0.3, -0.2], [-1.0, 0.3, 0.3], [0.4, 0.4, -0.1], [0.6, -0.3, 0.1], [-0.8, -0.5, -0.5], [0.5, 0.3, -0.5], [1.1, -0.2, 0.0], [-0.6, -0.4, 1.0], [0.3, -0.9, -1.4], [0.2, -0.1, 0.0], [-0.1, -0.7, -0.9], [0.2, -0.5, -0.2], [-0.6, -0.8, -0.2], [0.1, 0.3, -0.4], [0.2, 0.0, -0.1], [-0.1, -0.3, 0.0], [0.2, 0.0, 0.4], [0.0, 0.4, -0.5], [-0.5, 0.1, 0.1], [-0.4, -0.1, -0.4], [0.9, -0.2, -1.3], [-0.1, 1.3, 0.3], [-0.2, -0.7, 0.9], [-0.5, 0.0, -1.2], [-0.5, -0.5, 0.6], [-0.3, 0.2, -1.1], [-0.1, -1.0, 1.6], [-0.7, 0.6, -0.2], [0.6, -0.7, -0.3], [0.1, -0.4, 0.3], [0.6, 0.1, 0.3], [-0.5, 0.2, 0.3], [0.6, 0.3, 0.0], [-0.1, 0.4, -0.1], [0.2, 0.1, -0.7], [0.5, 0.1, -0.3], [-0.4, 0.9, -0.1], [0.9, -0.4, 0.6], [-0.7, -1.3, 1.2], [0.5, 2.0, -0.3], [0.2, 1.0, -1.9], [-0.1, -1.8, 1.2], [0.0, -0.5, -0.2], [-0.6, 0.4, 0.0], [1.8, 1.4, 2.9], [-0.5, 1.1, -3.3], [0.0, -1.2, 1.2], [0.2, 0.1, -0.3], [-0.4, -0.3, 0.3], [-0.7, 0.5, -0.9], [0.2, -0.3, 0.2]], "lowdin_charge": [1.72, -0.09, -0.31, -0.06, 0.66, -0.43, -0.28, 0.59, -0.40, -0.30, -0.06, -0.10, -0.29, -0.06, -0.07, -0.30, -0.09, -0.08, 0.10, 0.08, 0.11, 0.10, 0.11, 0.07, 0.06, 0.12, 0.09, 0.10, 0.12, 0.11, 0.06, 0.08, 0.11, 0.09, 0.10, 0.09, 0.10, 0.11, 0.08, 0.08, 0.08, 0.13, -0.04, -0.22, -0.18, -0.15, -0.28, -0.07, 0.12, 0.11, 0.11, 0.15, 0.12, 0.13, 0.15, 0.11, 0.09, 0.12, 1.15, -0.59, -0.07, 0.03, -0.08, 0.06, 0.01, -0.48, 0.04, -0.20, 0.13, 0.15, 0.16, 0.13], "e_homo_ev": [-16.226, -16.263], "gap_ev": [3.45, 3.66], "total_charge": 3}